Entry 1:
The following is a quantum chemistry calculation of a gas-phase ion, CH4NO2 (charge +1), from the Open Molecules 2025 dataset.

Values from the calculation:
Structure (SMILES): [NH3+]C1OO1
Energy relative to the best compared isomer or geometry (same formula, charge and spin), kJ/mol: 480.64
Total charge: +1
Frontier orbital gap, hartree: 0.4249
E, eV: -6674.91236
F_max, eV Å⁻¹: 4.255
HOMO energy, Ha: -0.593

```
8
Properties=species:S:1:pos:R:3:forces:R:3
N -0.011 0.082 0.853 -1.791 -0.093 -0.714
C 0.030 0.204 -0.646 0.438 -3.478 -2.413
O 0.657 -0.937 -1.389 -0.157 2.149 2.296
O -0.751 -0.615 -1.412 -0.924 0.913 0.848
H -0.691 0.718 1.341 1.489 0.935 -0.682
H 0.983 0.122 1.080 -0.164 0.008 1.249
H -0.536 -0.735 1.181 1.086 -1.272 -0.552
H 0.319 1.161 -1.010 0.023 0.839 -0.032
```
Positions in Å, forces in eV/Å.

Atom charges from the Löwdin analysis, given in e for atoms 1 to 4: 0.288 -0.221 0.087 0.081

Entry 2:
The following is a quantum chemistry calculation of a molecular structure, C5H9O3Y, from the Open Molecules 2025 dataset.

Values from the calculation:
Energy relative to the best compared isomer or geometry (same formula, charge and spin), kJ/mol: 37.38
Total charge: +2
Frontier orbital gap, hartree: 0.2652
E, eV: -12497.48050
F_max, eV Å⁻¹: 3.615
HOMO energy, Ha: -0.653

```
18
Properties=species:S:1:pos:R:3:forces:R:3
H 3.560 -0.672 1.508 -0.859 0.332 -1.305
O 0.985 -0.621 -0.481 0.660 0.290 -0.064
O -1.104 -0.173 -0.233 1.877 0.143 -0.162
O 0.365 1.502 -0.060 2.584 2.382 0.273
C 2.421 -0.248 -0.489 -0.838 1.347 -0.282
C -2.192 0.735 0.052 -0.936 0.911 0.152
C 3.131 -1.099 0.517 1.514 0.163 1.906
C -3.480 -0.037 -0.070 -0.144 -0.174 -0.061
C 0.106 0.302 -0.256 -2.266 -2.811 -0.191
H 2.753 -0.484 -1.510 -0.078 -0.031 0.181
H -2.051 1.136 1.063 0.040 -0.141 -0.175
H -2.138 1.562 -0.667 -0.036 -0.196 0.153
H 4.063 -1.452 0.052 -0.533 -0.622 0.190
H 2.455 -1.861 0.940 0.458 -0.167 -0.684
H -4.314 0.624 0.199 0.218 -0.168 -0.066
H -3.635 -0.386 -1.099 0.038 0.078 0.290
H -3.486 -0.900 0.608 -0.023 0.241 -0.173
Y 2.561 2.073 -0.075 -1.677 -1.576 0.019
```
Positions in Å, forces in eV/Å.

Atom charges from the Löwdin analysis, given in e for atoms 1 to 4: 0.107 0.068 0.118 -0.048

Entry 3:
The following is a quantum chemistry calculation of 2 unconnected molecules or ions with the total composition C2H5NO3, from the Open Molecules 2025 dataset.

Values from the calculation:
Energy relative to the best compared isomer or geometry (same formula, charge and spin), kJ/mol: 801.85
Frontier orbital gap (spin up / spin down), hartree: 0.2682 / 0.2680
E, eV: -9779.87854
F_max, eV Å⁻¹: 4.784
HOMO energy (spin up / spin down), Ha: -0.372 / -0.372

```
11
Properties=species:S:1:pos:R:3:forces:R:3
C -0.764 0.936 0.919 0.105 -1.048 -4.666
C -0.341 0.152 -0.316 2.205 -0.273 3.499
N -0.271 -1.292 -0.216 0.812 0.586 -0.265
O -0.352 -1.769 0.873 -0.510 -0.611 1.851
O -0.046 -1.900 -1.224 -0.147 -0.541 -1.444
O 2.124 0.369 -0.569 -1.659 -1.344 -1.328
H -1.807 0.729 1.003 -0.819 -0.397 0.902
H -0.664 1.930 0.581 0.354 1.399 0.346
H -0.084 0.575 1.598 1.005 -0.374 2.535
H -0.213 0.460 -1.257 -0.128 1.310 -3.514
H 2.416 -0.189 -1.391 -1.218 1.295 2.084
```
Positions in Å, forces in eV/Å.

Atom charges from the Löwdin analysis, given in e for atoms 1 to 4: 0.013 0.101 -0.436 0.112

Entry 4:
The following is a quantum chemistry calculation of a gas-phase ion, C5H5N6O3 (charge +1), from the Open Molecules 2025 dataset.

Values from the calculation:
Structure (SMILES): [NH+]#CN/C([O-])=C1/N=CN/C1=N\[N+](=O)O
Energy relative to the best compared isomer or geometry (same formula, charge and spin), kJ/mol: 0.00
Total charge: +1
Frontier orbital gap (spin up / spin down), hartree: 0.2812 / 0.2812
E, eV: -20336.66068
F_max, eV Å⁻¹: 4.248
HOMO energy (spin up / spin down), Ha: -0.464 / -0.464

```
19
Properties=species:S:1:pos:R:3:forces:R:3
N 0.565 2.421 -1.014 0.971 0.458 1.472
C 1.442 2.291 -0.252 -1.694 -1.955 0.196
N 2.063 1.688 0.706 1.043 2.947 0.083
C 2.516 0.242 0.380 3.483 -0.347 1.329
O 3.696 0.047 0.439 -1.084 0.965 -0.123
C 1.606 -0.823 0.152 -3.426 -0.529 -0.355
N 2.087 -2.012 -0.263 0.914 -1.148 -0.530
C 1.100 -2.815 -0.527 -1.091 3.889 1.318
N -0.133 -2.147 -0.315 1.157 -0.539 0.642
C 0.189 -0.914 0.184 0.955 0.416 -0.925
N -0.584 0.186 0.476 -0.871 -0.465 0.229
N -1.841 0.088 0.329 1.671 -0.493 -1.005
O -2.518 -0.858 -0.086 0.345 0.938 0.807
O -2.424 1.299 0.558 -0.378 -0.817 0.204
H 0.328 2.689 -1.917 -0.392 0.589 -1.788
H 2.668 2.438 1.236 -0.804 -2.637 -0.738
H 1.183 -3.792 -0.816 0.018 -2.223 -0.753
H -1.053 -2.579 -0.292 0.201 0.325 -0.133
H -3.273 0.968 0.871 -1.019 0.627 0.071
```
Positions in Å, forces in eV/Å.

Atom charges from the Löwdin analysis, given in e for atoms 1 to 4: 0.370 -0.117 0.194 -0.301

Entry 5:
The following is a quantum chemistry calculation of a gas-phase ion, C10H14NO3S (charge +1), from the Open Molecules 2025 dataset.

Values from the calculation:
Total charge: +1
Frontier orbital gap (spin up / spin down), hartree: 0.2634 / 0.2488
E, eV: -29053.30331
F_max, eV Å⁻¹: 4.515
HOMO energy (spin up / spin down), Ha: -0.437 / -0.426

```
29
Properties=species:S:1:pos:R:3:forces:R:3
C -2.411 1.194 0.101 2.948 -1.960 0.480
C -1.050 1.259 0.176 0.189 0.463 0.732
C 2.241 -2.483 0.070 -1.945 -2.295 -1.940
C 1.196 -1.737 -0.291 0.458 -0.549 0.612
C 0.962 -0.400 0.158 0.336 2.296 -0.293
C 2.197 0.593 0.179 -2.940 1.470 0.722
C -1.196 -1.149 0.596 -1.221 4.093 -1.464
C -3.371 2.249 -0.171 -2.149 -0.417 -0.421
C 4.480 0.666 0.442 1.639 0.367 2.246
C -3.304 -1.358 -0.992 -0.986 -1.635 0.242
N -0.335 -0.029 0.443 0.136 -0.718 -1.325
O 2.071 1.853 0.233 0.799 -3.454 -0.213
O -0.384 2.407 0.148 -0.740 -1.346 -0.352
O 3.301 -0.086 0.223 -0.776 -0.065 0.298
S -2.894 -0.468 0.548 0.942 -0.436 -0.733
H 2.284 -3.493 -0.347 0.051 0.347 -0.166
H 2.878 -2.389 0.854 1.856 1.111 1.966
H 0.460 -2.265 -0.905 -0.227 0.699 0.005
H -0.938 -1.750 1.381 0.378 -1.734 1.866
H -2.970 3.226 -0.425 0.398 -0.088 0.440
H -4.051 2.273 0.729 0.291 0.488 -1.202
H -3.919 1.929 -1.104 -0.031 0.455 1.049
H 4.453 1.183 1.550 0.363 -1.857 -2.513
H 4.346 1.515 -0.183 0.923 0.702 -0.873
H 5.365 -0.067 0.195 -1.738 1.896 0.731
H -3.251 -2.441 -0.648 -0.580 1.237 -0.233
H -2.440 -1.329 -1.644 -0.128 0.713 -0.396
H -4.322 -1.138 -1.441 1.399 -0.046 0.625
H 0.602 2.235 0.126 0.352 0.261 0.110
```
Positions in Å, forces in eV/Å.

Atom charges from the Löwdin analysis, given in e for atoms 1 to 4: -0.417 -0.260 0.087 -0.133

Entry 6:
The following is a quantum chemistry calculation of a molecular structure, C2H7ClN2O, from the Open Molecules 2025 dataset.

Values from the calculation:
Energy relative to the best compared isomer or geometry (same formula, charge and spin), kJ/mol: 185.99
Frontier orbital gap, hartree: 0.3138
E, eV: -19732.99033
F_max, eV Å⁻¹: 5.442
HOMO energy, Ha: -0.304

```
13
Properties=species:S:1:pos:R:3:forces:R:3
C -1.556 0.257 -0.812 -0.701 0.379 -2.182
C -0.605 0.735 -1.691 0.351 -1.355 5.259
N 0.609 -1.030 1.051 1.778 0.717 1.132
N 0.883 0.413 1.232 -1.500 0.564 -0.758
O 0.560 1.233 -1.274 0.515 -0.135 0.724
Cl 2.313 0.533 2.109 0.932 -0.129 0.526
H -1.621 0.451 0.215 0.433 0.748 1.458
H -2.541 -0.045 -1.186 0.587 -0.274 -0.284
H -0.679 0.311 -2.631 0.078 0.255 -2.587
H -0.168 -1.001 0.356 0.296 -0.602 -0.098
H 1.554 -1.388 0.779 -1.304 -0.487 -0.552
H 0.386 -1.499 1.968 -0.185 0.612 -1.098
H 0.866 1.028 -0.117 -1.281 -0.293 -1.540
```
Positions in Å, forces in eV/Å.

Atom charges from the Löwdin analysis, given in e for atoms 1 to 4: -0.067 -0.301 0.018 -0.648